[1]
A cluster of 5 separate species, C19H51N4O8S in total. Source: the Open Molecules 2025 dataset; level of theory: wB97M-V/def2-TZVPD.

HOMO level (eV): -11.056
Total charge: +1
Gap between HOMO and LUMO (eV): 6.93

Atoms and positions in Å:
C: -0.445 -4.667 -2.071
C: 1.043 -4.630 -1.705
N: 1.738 -3.374 -2.009
N: 1.137 -2.224 -1.516
C: 1.086 -1.907 -0.267
N: 0.448 -0.707 0.126
N: 1.637 -2.740 0.688
S: 0.421 -3.476 1.709
H: -0.672 -5.581 -2.609
H: -0.737 -3.839 -2.713
H: -1.076 -4.646 -1.188
H: 1.590 -5.390 -2.253
H: 1.179 -4.859 -0.655
H: 1.898 -3.250 -2.996
H: 0.730 -1.580 -2.185
H: -0.431 -0.614 -0.376
H: 1.013 0.104 -0.146
H: 2.283 -2.221 1.278
H: -0.465 -2.473 1.788
C: 6.037 2.534 -1.401
O: 6.002 1.681 -0.267
C: 5.058 2.065 0.713
C: 3.820 1.202 0.653
O: 3.117 1.363 -0.578
C: 3.409 0.360 -1.531
H: 6.618 2.026 -2.169
H: 5.035 2.738 -1.785
H: 6.527 3.481 -1.158
H: 4.788 3.119 0.602
H: 5.523 1.936 1.695
H: 3.140 1.487 1.461
H: 4.101 0.151 0.789
H: 2.867 -0.552 -1.267
H: 4.476 0.150 -1.611
H: 3.044 0.706 -2.500
C: -4.707 -1.794 4.389
O: -4.582 -2.583 5.558
C: -4.536 -3.973 5.290
C: -3.127 -4.516 5.364
O: -2.281 -3.926 4.382
C: -1.431 -2.927 4.911
H: -4.488 -0.761 4.654
H: -4.006 -2.115 3.614
H: -5.727 -1.849 3.994
H: -4.967 -4.182 4.306
H: -5.147 -4.484 6.040
H: -3.151 -5.594 5.181
H: -2.711 -4.350 6.361
H: -0.594 -3.377 5.456
H: -1.958 -2.235 5.571
H: -1.032 -2.360 4.070
C: -4.200 3.145 0.648
O: -3.658 3.979 1.653
C: -4.240 3.782 2.931
C: -3.361 2.942 3.827
O: -3.202 1.619 3.329
C: -1.982 1.418 2.653
H: -3.544 3.213 -0.220
H: -4.255 2.103 0.974
H: -5.200 3.481 0.357
H: -5.228 3.320 2.835
H: -4.371 4.765 3.391
H: -3.826 2.868 4.814
H: -2.384 3.421 3.948
H: -1.151 1.340 3.364
H: -1.773 2.223 1.943
H: -2.062 0.477 2.105
C: 0.650 2.781 -7.556
O: 1.132 3.694 -6.585
C: 0.541 3.546 -5.310
C: 1.447 2.807 -4.353
O: 1.673 1.459 -4.755
C: 2.903 1.279 -5.439
H: 1.321 2.834 -8.411
H: 0.637 1.757 -7.176
H: -0.357 3.057 -7.882
H: -0.424 3.035 -5.388
H: 0.360 4.549 -4.911
H: 0.976 2.781 -3.365
H: 2.400 3.337 -4.260
H: 3.740 1.313 -4.730
H: 3.068 2.031 -6.212
H: 2.880 0.297 -5.908

Atom charges from the Löwdin analysis, given in e for atoms 1 to 6: C -0.07; C -0.23; N 0.01; N 0.11; C -0.46; N 0.15

---

[2]
A cluster of 2 separate species, CH2F3NOS in total. Source: the Open Molecules 2025 dataset; level of theory: wB97M-V/def2-TZVPD.

SMILES: N#S(=O)C(F)F.F
HOMO level (eV): -11.231
Energy above the lowest of the compared OMol25 structures with the same formula, charge and spin (kcal per mole): 84.9
Gap between HOMO and LUMO (eV): 10.24

Atoms and positions in Å:
N: 0.477 0.815 0.790
S: -0.555 0.097 0.069
O: -1.903 0.575 -0.085
C: -0.559 -1.638 -0.916
F: 0.169 -2.519 -0.245
F: -0.006 -1.340 -2.089
H: -1.518 -1.883 -0.999
F: 2.295 3.190 1.989
H: 1.601 2.704 1.484

Atom charges from the natural (NBO) analysis, given in e for atoms 1 to 6: N -0.83; S 1.63; O -0.87; C 0.50; F -0.29; F -0.30

---

[3]
A structure of composition C20H30MnNO18. Source: the Open Molecules 2025 dataset; level of theory: wB97M-V/def2-TZVPD.

Spin multiplicity: 6
HOMO level (alpha / beta) (eV): -12.426 / -12.426
Energy above the lowest of the compared OMol25 structures with the same formula, charge and spin (kcal per mole): 67.7
Total charge: +1
Gap between HOMO and LUMO (alpha / beta) (eV): 6.08 / 5.74

Atoms and positions in Å:
Mn: 1.397 1.667 2.810
N: 0.021 -0.106 1.507
O: -0.196 -1.047 0.867
O: 0.243 1.065 1.138
O: 0.323 -0.192 2.708
C: -3.988 -1.359 0.150
C: -3.522 -2.463 -0.750
C: -4.494 -3.101 -1.700
O: -4.008 -2.796 -2.982
C: -2.815 -2.151 -2.885
O: -2.176 -1.631 -3.785
O: -2.564 -1.861 -1.617
H: -4.904 -1.349 0.740
H: -4.237 -0.526 -0.508
H: -3.169 -0.907 0.710
H: -3.172 -3.256 -0.089
H: -5.490 -2.683 -1.555
H: -4.669 -4.175 -1.636
C: -2.267 2.657 -1.422
C: -0.876 3.245 -1.618
C: 0.367 2.306 -1.768
O: 0.910 2.843 -2.960
C: 0.256 3.890 -3.466
O: 0.425 4.420 -4.602
O: -0.769 4.158 -2.752
H: -2.576 2.168 -2.347
H: -2.861 3.531 -1.157
H: -2.129 2.041 -0.534
H: -0.659 3.775 -0.690
H: 0.087 1.283 -2.018
H: 1.154 2.574 -1.063
C: 0.760 -2.938 -2.816
C: 2.300 -2.905 -2.462
C: 2.789 -2.096 -1.243
O: 3.373 -3.065 -0.458
C: 3.154 -4.301 -0.899
O: 3.670 -5.311 -0.449
O: 2.424 -4.239 -1.995
H: 0.409 -2.161 -3.495
H: 0.049 -2.918 -1.990
H: 0.458 -3.867 -3.298
H: 3.045 -2.757 -3.244
H: 1.923 -1.611 -0.792
H: 3.555 -1.419 -1.622
C: -0.779 -3.970 2.439
C: -1.135 -3.748 3.952
C: -2.107 -2.499 4.049
O: -2.972 -3.024 5.081
C: -3.002 -4.323 5.059
O: -3.825 -5.054 5.582
O: -1.968 -4.830 4.230
H: -0.102 -3.199 2.072
H: -1.681 -3.923 1.828
H: -0.301 -4.927 2.228
H: -0.274 -3.615 4.606
H: -2.693 -2.128 3.208
H: -1.505 -1.696 4.474
C: 5.339 6.173 1.070
C: 3.867 6.244 1.084
C: 3.379 5.978 -0.332
O: 2.473 4.986 -0.151
C: 2.447 4.485 1.078
O: 1.881 3.431 1.452
O: 3.369 5.128 1.812
H: 5.825 6.706 0.253
H: 5.787 5.180 1.026
H: 5.838 6.625 1.927
H: 3.411 7.022 1.695
H: 4.265 5.696 -0.901
H: 2.910 6.853 -0.782

Atom charges from the natural (NBO) analysis, given in e for atoms 1 to 6: Mn 1.74; N 0.74; O -0.27; O -0.62; O -0.64; C -0.65

---

[4]
A cluster of 12 separate species, C48H132N12O12 in total. Source: the Open Molecules 2025 dataset; level of theory: wB97M-V/def2-TZVPD.

SMILES: COC[C@H](C)N.COC[C@H](C)N.COC[C@H](C)N.COC[C@H](C)N.COC[C@H](C)N.COC[C@H](C)N.COC[C@H](C)N.COC[C@H](C)N.COC[C@H](C)N.COC[C@H](C)N.COC[C@H](C)N.COC[C@H](C)N
HOMO level (eV): -8.713
Energy above the lowest of the compared OMol25 structures with the same formula, charge and spin (kcal per mole): 29.3
Gap between HOMO and LUMO (eV): 8.98

Atoms and positions in Å:
C: -0.491 -4.684 -3.223
O: 0.567 -5.014 -2.331
C: 0.589 -4.204 -1.142
C: 1.607 -4.804 -0.178
C: 1.587 -4.100 1.168
N: 2.960 -4.822 -0.740
H: -0.761 -3.630 -3.109
H: -1.317 -5.338 -2.937
H: -0.246 -4.913 -4.258
H: 0.834 -3.185 -1.467
H: -0.426 -4.243 -0.733
H: 1.309 -5.855 -0.109
H: 1.879 -3.058 1.025
H: 2.244 -4.545 1.916
H: 0.609 -4.146 1.655
H: 3.215 -3.907 -1.131
H: 2.935 -5.404 -1.574
C: -1.491 -0.716 -7.610
O: -1.153 -0.085 -6.384
C: 0.204 0.250 -6.279
C: 0.536 0.877 -4.936
C: 1.903 1.543 -4.963
N: 0.509 -0.121 -3.847
H: -0.741 -1.445 -7.930
H: -1.519 0.100 -8.340
H: -2.452 -1.205 -7.489
H: 0.834 -0.615 -6.548
H: 0.502 0.950 -7.082
H: -0.235 1.624 -4.784
H: 2.716 0.823 -5.094
H: 2.135 2.121 -4.069
H: 1.965 2.237 -5.805
H: -0.421 -0.537 -3.849
H: 1.130 -0.863 -4.170
C: 4.266 -1.152 -1.134
O: 3.947 -2.271 -1.941
C: 4.280 -2.186 -3.317
C: 3.527 -3.284 -4.038
C: 3.989 -3.379 -5.493
N: 2.096 -2.903 -4.056
H: 5.333 -1.217 -0.889
H: 3.674 -1.196 -0.225
H: 4.136 -0.202 -1.660
H: 4.043 -1.182 -3.674
H: 5.341 -2.453 -3.414
H: 3.669 -4.262 -3.574
H: 4.313 -2.422 -5.919
H: 3.253 -3.743 -6.208
H: 4.870 -4.017 -5.622
H: 1.903 -2.495 -3.137
H: 1.548 -3.755 -3.958
C: 0.249 5.144 2.730
O: -0.687 4.142 3.063
C: -1.287 3.517 1.941
C: -2.452 4.318 1.375
C: -3.531 4.645 2.406
N: -3.018 3.589 0.236
H: 0.937 4.864 1.924
H: 0.844 5.360 3.618
H: -0.256 6.077 2.453
H: -0.543 3.357 1.151
H: -1.521 2.507 2.297
H: -1.973 5.252 1.056
H: -4.292 5.304 1.973
H: -3.213 5.141 3.324
H: -4.075 3.739 2.673
H: -3.929 3.963 0.009
H: -3.101 2.616 0.515
C: 0.186 0.605 4.328
O: 1.025 1.021 5.375
C: 1.021 2.414 5.526
C: 1.851 2.881 6.719
C: 1.323 2.267 8.012
N: 1.736 4.351 6.832
H: 0.251 -0.478 4.227
H: 0.572 0.988 3.377
H: -0.855 0.931 4.430
H: 1.451 2.890 4.629
H: 0.007 2.838 5.615
H: 2.863 2.596 6.429
H: 0.280 2.619 7.997
H: 1.775 2.706 8.899
H: 1.215 1.187 8.071
H: 0.781 4.651 6.656
H: 2.250 4.703 6.021
C: -4.321 -0.141 -0.144
O: -4.248 0.585 1.068
C: -5.429 0.397 1.836
C: -5.383 1.332 3.044
C: -4.017 1.170 3.749
N: -6.502 1.053 3.970
H: -3.371 -0.077 -0.670
H: -5.126 0.229 -0.786
H: -4.527 -1.199 0.054
H: -6.320 0.580 1.230
H: -5.410 -0.631 2.213
H: -5.380 2.354 2.663
H: -3.793 0.143 4.051
H: -3.837 1.807 4.616
H: -3.275 1.460 3.000
H: -6.588 1.868 4.574
H: -6.101 0.375 4.616
C: 4.130 4.059 3.165
O: 4.083 4.513 4.492
C: 5.376 4.722 5.038
C: 5.246 5.327 6.420
C: 6.562 5.919 6.912
N: 4.823 4.295 7.365
H: 3.153 3.666 2.880
H: 4.867 3.273 2.979
H: 4.346 4.880 2.469
H: 6.012 3.830 5.046
H: 5.904 5.433 4.383
H: 4.454 6.087 6.353
H: 6.375 6.702 7.649
H: 7.189 6.355 6.132
H: 7.195 5.168 7.388
H: 5.020 4.591 8.311
H: 3.832 4.136 7.225
C: -3.729 -5.999 -2.336
O: -5.135 -6.168 -2.411
C: -5.589 -7.287 -1.716
C: -7.121 -7.370 -1.697
C: -7.749 -6.153 -1.049
N: -7.498 -8.600 -0.975
H: -3.455 -5.941 -1.282
H: -3.433 -5.067 -2.816
H: -3.228 -6.790 -2.905
H: -5.224 -8.241 -2.123
H: -5.297 -7.331 -0.660
H: -7.436 -7.399 -2.743
H: -8.838 -6.222 -0.994
H: -7.471 -5.235 -1.569
H: -7.444 -6.021 -0.003
H: -7.209 -8.456 -0.012
H: -8.512 -8.629 -0.979
C: -4.104 -6.084 2.380
O: -3.869 -6.557 1.070
C: -3.562 -7.944 1.010
C: -2.067 -8.181 0.971
C: -1.426 -7.332 -0.129
N: -1.846 -9.612 0.759
H: -4.432 -5.045 2.282
H: -3.194 -6.032 2.984
H: -4.931 -6.615 2.857
H: -4.048 -8.525 1.798
H: -3.957 -8.284 0.051
H: -1.612 -7.961 1.940
H: -1.336 -6.293 0.209
H: -2.039 -7.316 -1.027
H: -0.389 -7.645 -0.255
H: -2.133 -9.909 -0.171
H: -0.861 -9.855 0.760
C: -1.539 -1.365 1.148
O: -0.246 -0.836 0.978
C: -0.245 0.275 0.090
C: 1.217 0.630 -0.192
C: 1.899 1.244 1.019
N: 1.400 1.449 -1.392
H: -2.239 -0.671 1.624
H: -1.482 -2.224 1.822
H: -1.934 -1.715 0.190
H: -0.834 0.005 -0.791
H: -0.636 1.160 0.612
H: 1.802 -0.280 -0.374
H: 1.312 2.081 1.417
H: 2.912 1.583 0.817
H: 1.870 0.481 1.799
H: 0.834 2.294 -1.347
H: 1.108 0.912 -2.220
C: -2.780 3.819 -4.551
O: -1.402 3.491 -4.609
C: -0.735 3.485 -3.358
C: -0.804 4.816 -2.617
C: -0.022 5.887 -3.356
N: -0.233 4.557 -1.274
H: -2.955 4.894 -4.482
H: -3.288 3.270 -3.752
H: -3.165 3.459 -5.505
H: -1.100 2.626 -2.775
H: 0.310 3.243 -3.547
H: -1.846 5.074 -2.392
H: 0.945 5.510 -3.704
H: 0.239 6.743 -2.732
H: -0.545 6.165 -4.272
H: -0.133 5.431 -0.765
H: -0.940 4.047 -0.748
C: 7.320 4.551 -3.684
O: 6.049 4.013 -3.407
C: 5.463 4.601 -2.266
C: 4.134 3.957 -1.943
C: 3.568 4.506 -0.625
N: 4.318 2.515 -1.698
H: 7.992 4.384 -2.834
H: 7.291 5.612 -3.944
H: 7.748 3.965 -4.496
H: 6.137 4.487 -1.408
H: 5.283 5.673 -2.431
H: 3.347 4.183 -2.676
H: 3.249 5.549 -0.746
H: 4.286 4.438 0.191
H: 2.640 3.982 -0.398
H: 3.366 2.131 -1.658
H: 4.716 2.084 -2.531

Atom charges from the Löwdin analysis, given in e for atoms 1 to 6: C -0.10; O -0.23; C -0.19; C -0.43; C -0.05; N 0.06

---

[5]
A cluster of 2 separate species, C14H17F9N3O5S in total. Source: the Open Molecules 2025 dataset; level of theory: wB97M-V/def2-TZVPD.

HOMO level (eV): -4.148
Energy above the lowest of the compared OMol25 structures with the same formula, charge and spin (kcal per mole): 0.0
Total charge: -1
Gap between HOMO and LUMO (eV): 6.22

Atoms and positions in Å:
C: 4.874 0.860 1.944
N: 4.581 0.510 0.546
C: 3.518 1.270 -0.089
C: 2.156 0.528 -0.088
N: 1.658 0.373 1.277
O: 1.299 1.398 -0.820
C: 0.430 0.846 -1.736
O: 0.722 0.865 -2.881
C: -0.898 0.339 -1.259
C: -1.588 1.231 -0.211
C: -1.929 0.573 1.116
F: -1.684 1.481 2.112
F: -1.170 -0.497 1.391
C: -3.425 0.224 1.329
F: -3.562 -0.310 2.544
F: -4.104 1.351 1.267
S: -4.211 -0.956 0.071
F: -5.636 -0.486 0.488
F: -4.118 0.163 -1.029
F: -2.770 -1.487 -0.363
F: -4.285 -2.146 1.123
F: -4.831 -1.921 -1.016
C: 2.295 -0.863 -0.708
C: 1.580 -1.939 -0.173
C: 1.693 -3.221 -0.715
C: 2.519 -3.462 -1.810
C: 3.221 -2.390 -2.361
C: 3.107 -1.114 -1.817
H: 4.377 1.778 2.250
H: 5.945 0.988 2.070
H: 4.557 0.055 2.603
H: 5.413 0.609 -0.013
H: 3.762 1.460 -1.129
H: 3.339 2.238 0.389
H: 1.827 1.246 1.769
H: 2.270 -0.301 1.725
H: -0.768 -0.684 -0.919
H: -1.515 0.293 -2.146
H: -2.467 1.710 -0.619
H: -0.906 2.039 0.031
H: 0.925 -1.809 0.673
H: 1.144 -4.050 -0.297
H: 2.613 -4.452 -2.224
H: 3.868 -2.536 -3.214
H: 3.659 -0.309 -2.275
N: -6.875 2.630 0.799
O: -6.876 2.359 -0.423
O: -6.072 3.476 1.248
O: -7.663 2.044 1.570

Atom charges from the Löwdin analysis, given in e for atoms 1 to 6: C -0.12; N -0.09; C -0.17; C -0.46; N 0.13; O 0.03

---

[6]
A cluster of 2 separate species, C5H8NO4P in total. Source: the Open Molecules 2025 dataset; level of theory: wB97M-V/def2-TZVPD.

HOMO level (alpha / beta) (eV): 1.397 / 1.395
Energy above the lowest of the compared OMol25 structures with the same formula, charge and spin (kcal per mole): 52.3
Total charge: -2
Gap between HOMO and LUMO (alpha / beta) (eV): 4.91 / 4.91

Atoms and positions in Å:
C: 1.157 1.358 0.800
C: -1.302 -0.526 1.233
C: -0.196 0.573 -1.280
C: 2.417 1.015 -1.492
C: 1.196 0.576 -0.563
N: -1.840 0.378 1.810
O: -3.473 -1.951 1.281
O: -1.623 -2.902 2.765
O: 2.111 2.141 0.980
O: -1.515 -3.078 0.176
P: -2.060 -2.449 1.385
H: -0.821 -0.168 -0.776
H: -0.706 1.563 -1.234
H: -0.134 0.251 -2.314
H: 2.238 1.959 -1.998
H: 2.474 0.182 -2.225
H: 3.273 0.887 -0.858
H: 1.393 -0.361 -0.163
H: -2.591 0.553 2.474

Atom charges from the natural (NBO) analysis, given in e for atoms 1 to 6: C 0.12; C 0.27; C -0.61; C -0.64; C -0.37; N -0.66

---

Number 1: calculated total energy -1973.16492 Eh. Number 2: calculated total energy -866.94865 Eh. Number 3: calculated total energy -3339.72817 Eh. Number 4: calculated total energy -3467.73986 Eh. Number 5: calculated total energy -2381.01544 Eh. Number 6: calculated total energy -892.31765 Eh.